Entry 1:
Molecular formula: C4H7O3Sm
Method: DFT, wB97M-V/def2-TZVPD

Geometry as XYZ:
```
15
Properties=species:S:1:pos:R:3:forces:R:3
O -1.935172 -0.568298 -2.041839 2.205 1.766 1.926
Sm -1.728705 -1.498882 -0.030190 0.025 1.193 -2.479
O -1.915705 -0.198702 1.502104 -0.140 -0.509 -0.320
C -1.227130 0.998153 1.621347 0.424 1.746 0.365
C 0.063350 1.017948 0.853590 0.268 -0.083 -0.118
O 0.398534 -0.208508 0.280757 -0.902 -0.374 0.252
C 1.638321 -0.395044 -0.284647 0.578 0.370 -1.224
C 1.863081 -1.378131 -1.149488 -0.199 0.830 -0.258
H -0.991991 1.256594 2.673791 -0.239 -0.342 -0.198
H -1.847819 1.851574 1.256876 0.194 -0.496 0.207
H 0.892078 1.708089 1.016824 -0.337 -0.211 -0.003
H -1.402515 0.310401 -2.281280 -1.897 -2.882 0.601
H 2.314309 0.453524 -0.166526 0.076 -0.520 0.606
H 1.037408 -1.907706 -1.629371 0.241 -0.377 0.434
H 2.841956 -1.441011 -1.621947 -0.297 -0.111 0.210
```
Positions in Å, forces in eV/Å.

Its expectation value of S² is 12.0198. As for the spin multiplicity: 7. As for the strongest force on any atom: 3.5 eV/A. The value obtained for the orbital gap (spin up / spin down) is 6.07 / 9.11 eV. The charge is +1. The electronic energy is -28298.705 eV. As for the lowest unoccupied orbital energy (spin up / spin down): -5.503 / -4.803 eV.


Entry 2:
Molecular formula: C25H30As3F6N2PdS
Method: DFT, wB97M-V/def2-TZVPD

Geometry as XYZ:
```
68
Properties=species:S:1:pos:R:3:forces:R:3
Pd -0.419186 -1.279205 -0.255077 -0.977 0.030 0.288
F -1.148412 -3.179491 2.724801 0.078 0.770 0.554
As -1.888699 -2.131697 3.962869 -0.800 0.242 0.771
F -1.361353 -0.651196 3.104104 0.088 -0.981 0.564
F -0.393337 -2.226754 4.895785 -0.568 0.393 -0.688
F -2.445728 -3.591484 4.781015 0.092 1.122 -0.547
F -2.644156 -1.063234 5.205592 0.765 -1.315 -1.424
F -3.307834 -2.077203 2.910293 0.371 -0.138 1.011
C -1.589532 4.324960 1.174824 0.517 -0.603 -0.199
C -1.320460 3.083524 1.753656 -0.219 0.198 0.296
C -0.683188 2.082131 1.056124 0.051 -0.769 -1.114
C -0.384826 2.278885 -0.310477 0.196 0.090 0.144
C -0.615836 3.524638 -0.903800 0.275 0.125 -0.405
C -1.218125 4.542711 -0.154633 0.090 -0.037 0.472
As 0.279948 0.715620 -1.297438 -0.232 0.916 0.172
C -0.390355 0.895065 -3.132431 1.500 1.531 0.047
C 0.533847 1.025780 -4.196981 -0.997 -0.958 0.333
C 0.009117 0.918642 -5.490011 0.858 0.280 0.285
C -1.343244 0.917085 -5.725098 -0.798 0.272 0.442
C -2.242115 0.966794 -4.651223 0.467 -0.466 -0.246
C -1.763916 0.968400 -3.357656 -0.017 -0.225 0.597
C 2.197991 1.054952 -1.354530 -0.463 0.603 -0.326
C 3.013354 0.072011 -1.897740 -0.183 -1.416 -0.370
C 4.389471 0.274959 -1.948908 0.072 -0.528 0.718
C 4.881651 1.514981 -1.558039 1.940 -0.268 -1.204
C 4.081379 2.536616 -1.122553 -0.196 -0.266 0.142
C 2.733231 2.271328 -0.922243 -0.081 0.101 0.331
H -2.017440 5.097186 1.805326 -0.137 0.026 -0.339
H -1.673755 2.855522 2.745808 0.119 0.147 0.324
H -0.518108 1.078391 1.498527 -0.212 0.822 -0.211
H -0.261220 3.718459 -1.947767 -0.597 -0.226 0.964
H -1.383487 5.528316 -0.560137 0.030 0.046 -0.316
H 1.617734 1.114110 -4.031852 -0.627 -0.229 -0.014
H 0.685543 0.807329 -6.320732 0.172 0.329 -0.224
H -1.701060 0.979903 -6.739911 -0.132 -0.382 -0.146
H -3.299233 0.831357 -4.777928 -0.367 0.470 -0.353
H -2.476303 1.041550 -2.518082 0.470 -0.357 -0.393
H 2.551866 -0.916037 -2.195996 0.782 1.392 0.274
H 5.089357 -0.564101 -2.108124 -0.522 0.600 -0.432
H 5.966442 1.726199 -1.710529 -0.894 -0.299 0.334
H 4.572282 3.478802 -0.951720 -0.336 0.333 0.420
H 2.137436 2.972032 -0.342977 -0.180 0.068 -0.493
C 1.897180 -3.646173 2.747809 -0.374 0.981 1.484
As 2.329009 -2.027779 1.712339 -0.642 -0.753 -1.219
C 4.256768 -1.795545 1.672388 0.229 0.060 0.749
C 1.673191 -0.393955 2.464710 0.018 -0.025 0.357
S 1.500541 -2.308587 -0.328102 2.251 -1.220 1.225
H 1.488408 -4.430467 2.117714 0.138 0.217 -0.311
H 1.062740 -3.337665 3.480026 1.510 -0.547 -0.910
H 2.830370 -3.992900 3.252486 -0.845 0.278 -0.187
H 4.631877 -1.534351 2.678075 -0.437 0.075 -0.262
H 4.583256 -1.006091 0.978982 -0.294 -0.501 0.026
H 4.692129 -2.770263 1.482412 0.152 -0.019 -0.542
H 2.221516 -0.174835 3.387432 -0.002 -0.009 -0.177
H 0.607344 -0.495715 2.714603 0.369 0.144 -0.336
H 1.895723 0.363342 1.696385 -0.281 -0.153 0.342
C -2.854024 -3.459917 0.162538 0.420 0.059 0.534
C -3.234507 -2.027471 0.249361 -1.135 1.287 -0.542
N -2.441029 -0.992591 0.033419 -0.720 -0.041 0.102
C -3.154514 0.182061 0.297538 -0.411 -1.993 0.289
C -4.384577 -0.182387 0.707603 -1.048 0.323 -0.449
N -4.517061 -1.558493 0.523239 1.315 -0.152 1.074
H -2.444284 -3.698081 -0.824333 -0.205 0.005 0.099
H -3.730089 -4.079443 0.389193 0.361 -0.008 -0.083
H -2.048150 -3.627988 0.917917 -0.766 -0.076 -0.562
H -2.730201 1.141427 0.221789 0.356 0.714 -0.053
H -5.201264 0.446819 1.056822 0.207 -0.381 -0.205
H -5.180106 -2.110772 1.073538 0.432 0.290 -0.484
```
Positions in Å, forces in eV/Å.

Its expectation value of S² is 0.7542. As for the spin multiplicity: 2. As for the strongest force on any atom: 2.8 eV/A. The value obtained for the orbital gap (spin up / spin down) is 7.10 / 8.04 eV. The electronic energy is -242531.287 eV. As for the lowest unoccupied orbital energy (spin up / spin down): 0.387 / -0.149 eV.


Entry 3:
Molecular formula: C21H21N5OS2
Method: DFT, wB97M-V/def2-TZVPD

Geometry as XYZ:
```
50
Properties=species:S:1:pos:R:3:forces:R:3
C -4.131841 3.556235 2.026691 0.133 -0.536 0.759
C -3.687770 2.650242 0.931803 0.181 -0.768 -0.275
C -4.016454 2.769153 -0.370847 -0.104 0.113 -0.370
S -3.280648 1.511147 -1.363359 0.047 0.321 1.150
C -2.544819 0.929348 0.116595 -1.048 1.491 0.900
N -1.601660 -0.021055 0.296266 0.340 -0.510 -0.147
C -0.924733 -0.680048 -0.669325 0.647 -0.870 -0.047
N -1.427929 -0.837365 -1.896734 0.816 -0.028 -0.163
C -0.642367 -1.456330 -2.803556 -0.218 -0.160 1.167
C 0.608679 -1.964578 -2.511112 0.554 0.400 0.214
S 1.671006 -2.604698 -3.760626 -0.044 -0.008 -0.662
C 2.110475 -1.045111 -4.585969 -0.213 0.348 -1.315
C 3.165988 -0.202924 -3.882201 -0.349 0.443 1.085
N 2.748964 1.170377 -3.499164 0.451 0.016 -0.046
C 2.105482 1.570392 -2.321886 0.130 1.150 -1.289
C 1.965751 2.928754 -2.453793 0.151 -0.006 0.255
N 2.518972 3.402631 -3.637164 -0.179 -0.250 0.966
C 3.005353 2.347368 -4.215364 -0.458 -1.222 0.381
C 1.123450 -1.810356 -1.225092 -1.556 0.648 0.879
C 0.318245 -1.208334 -0.248546 1.668 -0.505 -1.542
O 0.849511 -0.974676 1.008712 -0.997 -0.264 -0.237
C 0.924546 -2.160041 1.827941 1.048 -0.374 0.594
C 0.434209 -1.920669 3.226427 -0.427 0.298 0.257
C -0.904085 -2.183361 3.528283 0.270 0.036 1.726
C -1.358133 -2.066222 4.880612 0.559 0.184 -1.317
C -0.489901 -1.655221 5.879896 0.400 -0.324 -0.958
C 0.856101 -1.385732 5.550326 -0.248 -0.162 0.186
C 1.304629 -1.486214 4.239478 -0.863 -0.266 0.039
N -2.855166 1.578863 1.210133 -0.316 0.464 -0.467
H -3.272529 4.103451 2.413286 0.041 -0.042 0.168
H -4.596248 2.993946 2.868602 0.386 0.300 -0.583
H -4.838936 4.281623 1.675386 -0.423 0.333 -0.263
H -4.639547 3.570000 -0.748442 0.053 -0.336 -0.347
H -1.079172 0.105139 1.155488 -0.214 -0.076 0.073
H -1.011367 -1.631101 -3.790132 -0.526 0.227 -0.493
H 1.219608 -0.428167 -4.764113 0.036 -0.325 0.178
H 2.502856 -1.270575 -5.611339 -0.462 -0.263 0.868
H 3.998092 -0.130643 -4.552620 0.663 0.327 -0.128
H 3.487116 -0.756298 -2.986312 0.068 0.472 -0.170
H 1.747127 0.978330 -1.499139 0.226 -0.539 -0.247
H 1.554239 3.582542 -1.687547 0.017 -0.049 -0.451
H 3.542056 2.375757 -5.155946 -0.085 -0.332 0.104
H 2.121304 -2.104756 -0.980639 0.434 -0.250 0.111
H 0.375585 -2.996972 1.416129 -0.406 0.078 -0.476
H 1.975666 -2.519520 1.870766 -0.382 0.469 -0.108
H -1.558924 -2.549415 2.755789 -0.228 -0.013 -0.128
H -2.375751 -2.298267 5.170879 -0.030 -0.024 -0.317
H -0.925551 -1.630973 6.864815 0.501 0.216 0.386
H 1.601127 -1.175671 6.310088 -0.266 0.243 0.104
H 2.327397 -1.250003 3.996575 0.224 -0.076 -0.005
```
Positions in Å, forces in eV/Å.

As for the strongest force on any atom: 2.3 eV/A. The value obtained for the orbital gap is 8.35 eV. The electronic energy is -53285.606 eV. As for the lowest unoccupied orbital energy: 0.460 eV.


Question: Which value of strongest force on any atom does entry 2 give?
Answer: 2.8 eV/A


Question: strongest force on any atom of number 2 (C25H30As3F6N2PdS)?
Answer: 2.8 eV/A


Please write out number 1 again, unchanged.
Molecular formula: C4H7O3Sm
Method: DFT, wB97M-V/def2-TZVPD

Geometry as XYZ:
```
15
Properties=species:S:1:pos:R:3:forces:R:3
O -1.935172 -0.568298 -2.041839 2.205 1.766 1.926
Sm -1.728705 -1.498882 -0.030190 0.025 1.193 -2.479
O -1.915705 -0.198702 1.502104 -0.140 -0.509 -0.320
C -1.227130 0.998153 1.621347 0.424 1.746 0.365
C 0.063350 1.017948 0.853590 0.268 -0.083 -0.118
O 0.398534 -0.208508 0.280757 -0.902 -0.374 0.252
C 1.638321 -0.395044 -0.284647 0.578 0.370 -1.224
C 1.863081 -1.378131 -1.149488 -0.199 0.830 -0.258
H -0.991991 1.256594 2.673791 -0.239 -0.342 -0.198
H -1.847819 1.851574 1.256876 0.194 -0.496 0.207
H 0.892078 1.708089 1.016824 -0.337 -0.211 -0.003
H -1.402515 0.310401 -2.281280 -1.897 -2.882 0.601
H 2.314309 0.453524 -0.166526 0.076 -0.520 0.606
H 1.037408 -1.907706 -1.629371 0.241 -0.377 0.434
H 2.841956 -1.441011 -1.621947 -0.297 -0.111 0.210
```
Positions in Å, forces in eV/Å.

Its expectation value of S² is 12.0198. As for the spin multiplicity: 7. As for the strongest force on any atom: 3.5 eV/A. The value obtained for the orbital gap (spin up / spin down) is 6.07 / 9.11 eV. The charge is +1. The electronic energy is -28298.705 eV. As for the lowest unoccupied orbital energy (spin up / spin down): -5.503 / -4.803 eV.


Question: Which value of strongest force on any atom does entry 3 give?
Answer: 2.3 eV/A